Record 1
Density functional theory data (ωB97M-V/def2-TZVPD) for a molecular structure, C33H23Cl2N6OSY.

Summary:
gap between HOMO and LUMO: 7.099 eV
net charge: +2

```
67
C33H23Cl2N6OSY | the OMol25 dataset | ωB97M-V/def2-TZVPD
Y 0.0036 -1.2391 -0.1456
Cl 7.1074 -1.4049 1.5393
C 5.4338 -1.7214 1.2464
C 4.6954 -2.4486 2.1789
C 3.3558 -2.7073 1.9660
C 2.7154 -2.2281 0.8253
O 1.4125 -2.4890 0.6246
C 3.4632 -1.4983 -0.1233
C 2.9351 -1.0230 -1.3858
N 1.6902 -0.8191 -1.6521
C 1.2729 -0.4943 -2.9797
C 1.9851 0.2919 -3.8390
C 1.5250 0.5088 -5.1583
C 0.3742 -0.0788 -5.5924
C -0.3932 -0.8816 -4.7117
C -1.5782 -1.5412 -5.1115
C -2.2742 -2.2954 -4.2121
C -1.8089 -2.3561 -2.8881
N -0.7085 -1.7672 -2.4674
C 0.0338 -1.0581 -3.3853
C 4.8359 -1.2771 0.0931
H 5.1889 -2.8267 3.0645
H 2.7941 -3.3020 2.6731
H 3.6730 -0.8544 -2.1715
H 2.9095 0.7532 -3.5148
H 2.1021 1.1327 -5.8265
H 0.0288 0.0629 -6.6083
H -1.9163 -1.4487 -6.1365
H -3.1757 -2.8255 -4.4826
H -2.3761 -2.9058 -2.1459
H 5.4250 -0.7473 -0.6448
N -0.2674 2.5463 2.4349
C 0.0152 3.7475 1.7195
C -0.0706 4.9587 2.3774
C 0.1952 6.1343 1.6873
C 0.5439 6.0871 0.3482
C 0.6307 4.8640 -0.3038
C 0.3652 3.6897 0.3831
S 0.5178 2.1668 -0.4858
N 0.1231 0.9977 0.7191
C -0.2041 1.3062 1.9358
C -0.5362 0.1712 2.8761
C -0.8647 0.3527 4.2069
C -1.1241 -0.7684 4.9872
C -1.0233 -2.0238 4.4203
C -0.6801 -2.1129 3.0798
N -0.4665 -1.0420 2.3197
H -0.5020 2.6548 3.4056
H -0.3425 4.9907 3.4261
H 0.1289 7.0824 2.2022
H 0.7533 6.9991 -0.1931
H 0.9096 4.8288 -1.3503
H -0.9099 1.3272 4.6706
H -1.3872 -0.6506 6.0296
H -1.1966 -2.9230 4.9940
H -0.5548 -3.0794 2.6052
Cl -5.5081 -3.3645 1.1583
C -4.6000 -2.0142 0.6106
C -5.2095 -0.7999 0.3328
C -4.4173 0.2520 -0.0974
C -3.0545 0.0556 -0.2362
N -2.4697 -1.1189 0.0341
C -3.2306 -2.1355 0.4504
H -6.2791 -0.6895 0.4529
H -4.8493 1.2159 -0.3265
H -2.4153 0.8663 -0.5711
H -2.7489 -3.0827 0.6686
```



Record 2
Density functional theory data (ωB97M-V/def2-TZVPD) for C6H7ClN2O2 in the gas phase at a distorted geometry.

Summary:
SMILES: C[C@@]1(Cl)NC=CC=C1[N+](=O)[O-]
gap between HOMO and LUMO (spin up / spin down): 8.086 / 8.085 eV
net charge: 0

```
18
C6H7ClN2O2 | the OMol25 dataset | ωB97M-V/def2-TZVPD
C 0.0897 1.5705 1.4630
C 0.0906 0.8290 0.1191
Cl -0.3753 2.1041 -1.2050
N 1.3607 0.3875 -0.1640
C 1.8047 -0.7378 -0.8005
C 0.9817 -1.7319 -1.1015
C -0.4163 -1.5848 -0.7208
C -0.9227 -0.4630 -0.1210
N -2.3079 -0.3187 0.2819
O -2.6663 0.7841 0.6476
O -3.0677 -1.2690 0.0849
H -0.3461 2.5648 1.4711
H 1.1609 1.6989 1.6785
H -0.5027 0.8937 2.0968
H 2.1368 1.1314 0.0621
H 2.7777 -0.8299 -1.1740
H 1.2576 -2.5662 -1.7811
H -1.0554 -2.4626 -0.8371
```



Record 3
Density functional theory data (ωB97M-V/def2-TZVPD) for a molecular structure, C49H42AlN6O4STe.

Summary:
gap between HOMO and LUMO: 6.940 eV
net charge: +1

```
104
C49H42AlN6O4STe | the OMol25 dataset | ωB97M-V/def2-TZVPD
Al 2.1599 0.5770 -0.7683
C -3.7857 -3.5587 0.3566
C -2.5633 -2.6910 0.2226
C -1.2869 -3.2139 0.3253
C -0.1500 -2.4147 0.2197
C 1.1929 -3.0250 0.4365
O 2.0168 -2.4873 1.1491
C 1.4929 -4.3342 -0.2134
C 0.8827 -4.7118 -1.4070
C 1.2231 -5.9134 -2.0102
C 2.1563 -6.7491 -1.4131
C 2.7633 -6.3790 -0.2190
C 2.4399 -5.1707 0.3737
C -0.2784 -1.0363 -0.0241
O 0.8232 -0.2892 -0.2030
C -1.5726 -0.4980 -0.1122
C -2.6802 -1.3250 -0.0025
C -1.7759 0.9622 -0.3223
N -1.5729 1.8415 0.5732
C -1.1713 1.4705 1.9214
C -2.3617 1.2118 2.8544
Te -4.0396 2.5429 2.6328
C -5.1218 1.2616 1.3500
C -5.3648 1.6335 0.0318
C -6.0761 0.7917 -0.8139
C -6.5565 -0.4232 -0.3460
C -6.3309 -0.7905 0.9744
C -5.6165 0.0476 1.8195
C -2.2889 1.3976 -1.6502
C -2.3205 0.5164 -2.7278
C -2.8143 0.9294 -3.9581
C -3.2802 2.2253 -4.1190
C -3.2469 3.1107 -3.0478
C -2.7566 2.7000 -1.8221
H -3.5264 -4.6151 0.2958
H -4.5099 -3.3378 -0.4283
H -4.2815 -3.3914 1.3153
H -1.1583 -4.2757 0.5045
H 0.1505 -4.0615 -1.8680
H 0.7558 -6.2016 -2.9426
H 2.4102 -7.6933 -1.8773
H 3.4874 -7.0339 0.2476
H 2.9094 -4.8587 1.2978
H -3.6661 -0.8815 -0.0957
H -0.5931 2.3110 2.3207
H -0.5269 0.5849 1.9367
H -2.0420 1.2863 3.8928
H -2.7656 0.2119 2.6944
H -4.9876 2.5757 -0.3427
H -6.2496 1.0871 -1.8412
H -7.1142 -1.0766 -1.0045
H -6.7222 -1.7270 1.3523
H -5.4671 -0.2383 2.8539
H -1.9662 -0.4996 -2.6048
H -2.8463 0.2322 -4.7870
H -3.6801 2.5453 -5.0736
H -3.6139 4.1217 -3.1724
H -2.7453 3.3691 -0.9709
C 2.6020 5.2883 -1.2115
C 3.7036 4.4410 -1.1818
C 3.4986 3.1038 -0.9326
N 2.2729 2.5887 -0.7267
C 1.2090 3.4022 -0.7736
C 1.3426 4.7608 -0.9995
H 2.7326 6.3452 -1.4022
H 4.7051 4.8121 -1.3439
H 4.3273 2.4059 -0.8855
H 0.2334 2.9528 -0.6207
H 0.4580 5.3812 -1.0193
S 4.6104 -0.5916 5.0697
C 4.0715 -0.1104 3.4683
C 4.5403 -0.8282 2.3746
C 4.0989 -0.4976 1.1143
N 3.2603 0.5234 0.8822
C 2.8310 1.2368 1.9410
C 3.2058 0.9603 3.2302
C 3.3406 0.1493 6.0796
C 2.1099 -0.4791 6.1986
C 1.1369 0.1342 6.9759
N 1.3246 1.2870 7.6130
C 2.5170 1.8652 7.5067
C 3.5610 1.3389 6.7558
H 5.1958 -1.6773 2.5051
H 4.4010 -1.0712 0.2489
H 2.1580 2.0576 1.7309
H 2.8144 1.5601 4.0381
H 1.9112 -1.4146 5.6932
H 0.1617 -0.3252 7.0915
H 2.6476 2.7978 8.0439
H 4.5172 1.8423 6.7085
C 0.7448 1.4975 -6.2270
N 1.4447 0.9304 -5.0729
C 2.3504 -0.0571 -5.2489
C 3.0562 -0.6116 -4.2312
C 2.7447 -0.1062 -2.9495
O 3.2951 -0.4539 -1.8243
N 1.8121 0.8243 -2.7672
C 1.1874 1.4762 -3.7971
O 0.4887 2.4519 -3.6493
H 0.1817 0.7171 -6.7359
H 1.4570 1.9490 -6.9163
H 0.0641 2.2571 -5.8605
H 2.4895 -0.3742 -6.2747
H 3.7940 -1.3819 -4.3816
```



Record 4
Density functional theory data (ωB97M-V/def2-TZVPD) for 2 unconnected molecules or ions with the total composition C2H5O2 at a distorted geometry.

Summary:
gap between HOMO and LUMO: 7.186 eV
net charge: -1

```
9
C2H5O2 | the OMol25 dataset | ωB97M-V/def2-TZVPD
O -0.5970 0.6437 2.1765
H 0.2555 0.9733 2.4783
O 0.7152 1.1263 -0.3409
C 0.6280 -0.0051 -0.9172
C -0.4517 -0.8585 -0.9906
H 1.5679 -0.3247 -1.4248
H -1.4223 -0.4173 -0.7562
H -0.2404 -1.8278 -1.4285
H -0.4551 0.6901 1.2035
```



Record 5
Density functional theory data (ωB97M-V/def2-TZVPD) for 2 unconnected molecules or ions with the total composition C6H14N2.

Summary:
SMILES: [H]/N=C/NC.C=C(C)C
gap between HOMO and LUMO: 9.642 eV
net charge: 0

```
22
C6H14N2 | the OMol25 dataset | ωB97M-V/def2-TZVPD
H -2.4804 2.5628 1.7845
N -1.7903 1.9729 1.3430
C -1.0329 2.6216 0.5485
N -0.0190 2.0076 -0.1065
C 0.9494 2.6486 -0.9578
H -1.1529 3.6860 0.3264
H 0.1815 1.0872 0.2305
H 1.8283 2.0053 -1.0119
H 0.6345 2.7493 -2.0010
H 1.2428 3.6180 -0.5567
C -0.4243 -1.5833 0.7675
C 0.3103 -2.3180 -0.0617
C 1.1388 -3.4992 0.3740
C 0.4601 -1.8898 -1.4981
H -0.9578 -0.7001 0.4416
H -0.5545 -1.8251 1.8130
H 0.8226 -4.3602 -0.2252
H 0.9836 -3.7425 1.4200
H 2.1837 -3.3121 0.1301
H -0.2916 -1.1527 -1.7880
H 0.3657 -2.6898 -2.2335
H 1.4300 -1.4008 -1.6347
```



Record 6
Density functional theory data (ωB97M-V/def2-TZVPD) for 2 unconnected molecules or ions with the total composition CH3O3 at a distorted geometry.

Summary:
gap between HOMO and LUMO: 9.172 eV
net charge: -1

```
7
CH3O3 | the OMol25 dataset | ωB97M-V/def2-TZVPD
O -0.6918 0.9176 -0.4856
C -0.4366 -0.1512 -1.0785
O 0.3311 -1.0754 -0.7465
H -0.9829 -0.2943 -2.0504
H -0.0413 0.5160 1.6063
H 0.9905 -0.0686 0.9039
O 0.8311 0.1559 1.8507
```



Record 7
Density functional theory data (ωB97M-V/def2-TZVPD) for a molecular structure, C31H69N3O5 at a distorted geometry.

Summary:
gap between HOMO and LUMO: 7.661 eV
net charge: 0

```
108
C31H69N3O5 | the OMol25 dataset | ωB97M-V/def2-TZVPD
C -2.4529 -0.7427 2.6063
C -3.3966 -1.9113 2.6748
C -4.3246 -1.6871 3.8813
C -5.4940 -0.7108 3.5469
C -6.2445 -1.2387 2.2622
C -5.3844 -1.4032 1.0342
N -4.1079 -2.1883 1.3709
O -3.3222 -2.3946 0.2650
C -6.3566 -2.1547 0.0889
C -5.0857 -0.0281 0.4053
C -2.6631 -3.1885 3.0392
H -1.6051 -0.8350 3.2851
H -2.9142 0.2091 2.8698
H -1.9261 -0.7835 1.6529
H -4.6875 -2.5827 4.3856
H -3.7695 -1.2455 4.7088
H -5.1287 0.3034 3.3856
H -6.1435 -0.7899 4.4186
H -7.0807 -0.5574 2.1049
H -6.5754 -2.2235 2.5918
H -6.6339 -3.1618 0.4003
H -7.2303 -1.5415 -0.1321
H -5.7628 -2.3475 -0.8045
H -5.9619 0.6119 0.3022
H -4.5183 0.5178 1.1590
H -4.6787 -0.0094 -0.6057
H -1.7660 -3.3585 2.4438
H -3.3068 -4.0678 3.0155
H -2.4059 -3.1668 4.0982
H -3.4527 -3.2986 -0.0303
C 7.0391 -1.3826 -0.8481
C 5.5228 -1.4109 -0.7820
C 5.1554 -2.9100 -1.0269
C 3.6769 -3.2834 -0.7619
C 3.4798 -2.9516 0.7178
C 3.7242 -1.5368 1.1211
N 4.9539 -0.9907 0.4524
O 5.3979 0.2334 0.7847
C 2.4567 -0.7098 0.6282
C 3.8566 -1.4415 2.6269
C 4.8741 -0.4834 -1.8303
H 7.5273 -2.2478 -0.3996
H 7.5031 -0.5144 -0.3800
H 7.2705 -1.4414 -1.9116
H 5.2731 -3.1683 -2.0793
H 5.7885 -3.6434 -0.5274
H 3.4517 -4.3299 -0.9675
H 2.9700 -2.7120 -1.3635
H 4.0793 -3.6736 1.2722
H 2.4298 -3.1641 0.9193
H 2.5023 0.3239 0.9709
H 2.1080 -0.8207 -0.3985
H 1.6183 -1.1043 1.2022
H 4.7882 -1.8776 2.9877
H 3.9030 -0.3957 2.9307
H 3.0573 -2.0045 3.1088
H 3.7890 -0.4340 -1.9207
H 5.0582 -0.9739 -2.7861
H 5.3607 0.4842 -1.9531
H 4.9329 0.7474 0.1205
C -0.5776 2.8124 -3.0689
C 0.7930 3.4777 -2.8929
C 0.5855 4.9916 -2.6956
C 0.0804 5.2980 -1.3463
C 1.0525 4.7240 -0.2135
C 1.3305 3.2497 -0.4186
N 1.6000 2.8227 -1.8467
O 1.8965 1.4210 -2.0196
C 2.6010 2.9016 0.3683
C 0.1567 2.4388 0.1985
C 1.4969 3.4114 -4.2418
H -1.3832 3.0894 -2.3889
H -0.5433 1.7253 -2.9979
H -0.9410 3.1153 -4.0509
H 1.4892 5.5709 -2.8850
H -0.2288 5.3203 -3.3414
H -0.9618 5.0112 -1.2058
H 0.0714 6.3842 -1.2551
H 0.6467 4.9820 0.7647
H 1.9465 5.3192 -0.3996
H 2.9374 1.8648 0.3586
H 3.4978 3.3151 -0.0931
H 2.6603 3.3056 1.3789
H -0.7800 2.8227 -0.2055
H 0.2068 1.3503 0.1710
H 0.1364 2.5466 1.2829
H 2.5267 3.7679 -4.2175
H 1.0222 3.8787 -5.1046
H 1.6718 2.3860 -4.5675
H 2.8378 1.4196 -1.8310
C 0.2739 -0.0324 0.2215
C -0.1171 -1.4742 0.7904
O -0.6429 -2.3020 -0.2400
H 0.6375 -0.2215 -0.7886
H 0.9949 0.6415 0.6844
H -0.6301 0.5633 0.0947
H -0.8666 -1.4539 1.5816
H 0.8280 -1.8809 1.1500
H -1.3669 -1.8138 -0.6389
C -3.0182 0.5893 -2.0542
C -2.9419 -0.9834 -1.6466
O -2.0285 -1.1146 -0.5318
H -3.5409 1.2076 -1.3244
H -3.5128 0.5710 -3.0254
H -1.9923 0.9555 -2.0927
H -2.5143 -1.5380 -2.4819
H -3.9308 -1.4076 -1.4727
H -2.6277 -1.2366 0.2083
```



Record 8
Density functional theory data (ωB97M-V/def2-TZVPD) for C6H13NO2S in the gas phase at a distorted geometry.

Summary:
SMILES: CCN[C@@H]1CCS(=O)(=O)C1
gap between HOMO and LUMO: 10.452 eV
net charge: 0

```
23
C6H13NO2S | the OMol25 dataset | ωB97M-V/def2-TZVPD
C -2.8871 1.3012 0.0209
C -2.9940 -0.0812 -0.5746
N -2.0852 -1.2508 -0.1832
C -0.6798 -0.9159 0.1454
C -0.2731 -0.0809 1.4680
C 1.1593 -0.0584 1.4552
S 1.6912 0.1187 -0.2214
O 1.9322 1.5728 -0.3782
O 2.7186 -0.8208 -0.6535
C 0.0646 -0.2366 -0.9561
H -3.5196 2.0333 -0.5775
H -3.1354 1.4269 1.1320
H -1.9051 1.8569 -0.0256
H -2.7570 0.0398 -1.6861
H -4.0257 -0.5041 -0.4618
H -2.3727 -1.5884 0.7049
H -0.1086 -1.9270 0.1416
H -0.6534 0.9243 1.3133
H -0.7142 -0.6143 2.3420
H 1.6525 0.7394 2.0445
H 1.5574 -1.0031 1.6900
H -0.2931 0.7392 -1.0784
H 0.2661 -0.8515 -1.8120
```



Record 9
Density functional theory data (ωB97M-V/def2-TZVPD) for 2 unconnected molecules or ions with the total composition C3H10N.

Summary:
gap between HOMO and LUMO: 9.389 eV
net charge: +1

```
14
C3H10N | the OMol25 dataset | ωB97M-V/def2-TZVPD
C 4.3800 -3.8505 0.5746
H 5.4044 -4.1578 0.7240
H 4.3413 -3.1968 -0.2872
H 4.0354 -3.3931 1.4960
H 3.7623 -4.7063 0.3368
C -2.9217 1.3256 -0.5311
C -0.5081 1.4408 -0.1695
N -1.6857 1.8575 0.0738
H -3.7636 1.7927 -0.0261
H -2.9855 0.2698 -0.3066
H -2.9014 1.5398 -1.5933
H -0.4143 0.5425 -0.7664
H 0.3416 1.9738 0.2378
H -1.7689 2.6698 0.6775
```



Record 10
Density functional theory data (ωB97M-V/def2-TZVPD) for a gas-phase ion, C8H7N2S (charge +1) at a distorted geometry.

Summary:
gap between HOMO and LUMO: 8.283 eV
net charge: +1

```
18
C8H7N2S | the OMol25 dataset | ωB97M-V/def2-TZVPD
C 1.5540 2.1517 -1.0409
C 1.9772 2.3458 0.2922
C 0.7173 1.1550 -1.4334
C 1.2261 1.6523 1.2211
C 0.2486 0.2451 -0.4511
C 0.3599 0.5554 0.8387
C -1.0427 -1.4058 0.4500
C -1.8725 -2.7155 0.4917
N -0.5272 -0.9875 -0.6938
N -3.0039 -3.0697 1.0420
S -0.2413 -0.8567 1.7951
H 1.8588 2.9722 -1.6595
H 2.6829 3.1678 0.4441
H 0.3132 1.2288 -2.5057
H 1.1830 1.8989 2.3473
H -1.3300 -3.2010 -0.2557
H -0.5765 -1.2891 -1.5891
H -3.5267 -3.8476 0.7071
```



Record 11
Density functional theory data (ωB97M-V/def2-TZVPD) for 11 unconnected molecules or ions with the total composition C6H33NO10 at a distorted geometry.

Summary:
SMILES: C=C(CC)CCN.O.O.O.O.O.O.O.O.O.O
gap between HOMO and LUMO: 9.475 eV
net charge: 0

```
50
C6H33NO10 | the OMol25 dataset | ωB97M-V/def2-TZVPD
C -0.0555 -2.4126 -0.0441
C 0.7976 -1.7077 0.7139
C 2.3136 -1.8434 0.4983
C 3.1362 -2.7926 1.3550
C 0.2283 -0.7432 1.6856
C 0.0609 0.6494 1.1107
N -1.3155 0.9689 0.6983
H -1.1190 -2.1809 0.1430
H 0.2577 -3.1246 -0.8177
H 2.7615 -0.8599 0.5952
H 2.3810 -2.2170 -0.5397
H 2.6362 -3.8165 1.4569
H 4.0881 -3.0818 0.8520
H 3.3624 -2.4064 2.3574
H 0.8617 -0.7883 2.5666
H -0.7355 -1.0374 2.0976
H 0.8777 0.9596 0.4576
H 0.2553 1.4199 1.9096
H -1.6579 0.2557 0.0538
H -1.2442 1.7903 0.1091
O 3.6356 2.6160 1.9100
H 4.1353 1.8356 2.1634
H 3.5289 2.4931 0.9658
O 1.0913 3.7176 -1.7666
H 0.3966 4.3308 -2.2234
H 1.4882 4.4216 -1.2356
O -4.4941 -1.2084 0.3192
H -4.9328 -2.0129 0.5804
H -3.7966 -0.8416 0.9340
O -0.0147 -3.3233 2.9318
H 0.8322 -3.0048 2.6112
H -0.3960 -3.8102 2.1944
O -1.3289 4.5248 -2.0683
H -1.1795 3.7913 -1.4480
H -1.7165 4.1010 -2.8347
O -1.5079 1.3807 -2.0269
H -2.1832 0.6905 -1.9047
H -0.7033 0.8985 -2.3197
O -3.3280 -0.5394 -2.1164
H -4.0137 -0.5609 -2.7810
H -3.7093 -1.0929 -1.4112
O 0.3542 -0.4250 -2.6689
H 0.6224 -0.4791 -1.7186
H 1.0496 0.2746 -2.7828
O 2.1491 1.5746 -2.8776
H 2.7636 1.4110 -2.1693
H 1.8540 2.5022 -2.8394
O -3.2044 -0.2373 2.2431
H -2.7509 -0.5112 3.0512
H -2.5321 0.4516 2.0295
```



> Which formula does entry 11 have?

C6H33NO10



> The highest net charge belongs to which entry?

C33H23Cl2N6OSY